C42H38N7O2PTa | ωB97M-V/def2-TZVPD

```
91
Properties=species:S:1:pos:R:3:forces:R:3:mulliken_charge:R:1
Ta 8.08603 8.31310 15.98803 1.041 -3.577 0.436 0.96
C 3.83737 7.40571 21.62390 0.073 -0.152 -1.413 -1.48
C 5.03830 7.54470 20.67225 -0.660 0.136 -0.246 0.09
C 6.11299 6.65874 20.77198 -1.051 -0.212 0.655 -1.06
C 7.18145 6.76834 19.92968 1.137 1.137 -1.133 -0.54
C 7.26693 7.75636 18.90771 -2.896 0.280 0.914 1.65
N 8.21395 7.70394 17.91788 -1.240 1.256 -2.557 0.34
C 9.15036 6.67742 17.82672 0.374 -1.034 -0.499 -0.01
C 8.79808 5.32228 17.85067 2.021 -0.883 0.623 -0.39
C 9.80244 4.36620 18.13472 -0.877 -0.829 -0.424 -1.04
C 11.13666 4.68216 18.30148 0.049 1.838 0.204 0.04
C 12.13571 3.78543 18.97928 -0.982 -0.356 2.279 -1.35
C 11.45034 6.01845 17.93285 0.865 -0.274 0.602 -0.63
C 10.51041 6.98155 17.65104 -0.565 -1.385 0.243 0.50
N 10.90168 8.13432 16.95100 1.653 1.400 -1.347 0.37
C 12.09342 8.27438 16.26289 -1.630 1.295 0.610 -0.09
C 11.93962 9.31174 15.35511 -0.592 0.534 0.050 -1.01
C 10.63347 9.82592 15.52112 1.735 -2.296 1.641 -0.59
N 9.99741 9.06054 16.48795 1.033 0.665 -1.426 -0.41
C 6.12931 8.69696 18.79296 2.418 -2.901 1.527 0.61
C 5.09759 8.55504 19.69038 -1.179 0.377 0.686 -0.99
N 6.14344 9.74522 17.89151 0.051 2.036 -1.319 0.59
C 5.39603 10.88246 17.89959 0.268 0.126 -0.200 0.32
C 5.80271 11.67859 16.82566 -0.737 1.077 -1.487 -1.32
C 6.80346 10.98687 16.16984 -0.083 -0.602 0.171 -0.13
N 7.03263 9.79343 16.82450 -2.149 2.184 0.803 -0.06
H 4.23512 7.08630 22.55940 0.023 -0.364 0.816 0.43
H 3.37340 8.37438 21.77383 -0.215 0.050 -0.018 0.39
H 3.05456 6.66361 21.27912 0.991 0.825 0.247 0.28
H 6.03843 5.84892 21.52027 0.346 0.574 -0.451 0.46
H 8.05536 6.14664 20.04271 -0.121 -0.302 0.086 0.61
H 7.80561 4.97394 17.67654 -0.688 0.109 0.342 0.72
H 9.60069 3.29190 18.25494 -0.560 0.609 -0.117 0.44
H 11.64254 2.97016 19.62693 0.374 1.245 -1.203 0.40
H 12.83292 3.26594 18.36359 0.570 -0.077 -0.724 0.32
H 12.66815 4.40976 19.73508 -0.042 -0.456 -0.716 0.39
H 12.46727 6.39605 17.97907 0.149 -0.530 -0.145 0.51
H 13.01550 7.81865 16.56583 -0.057 -0.579 -0.139 0.43
H 12.71641 9.64857 14.67743 -0.229 0.140 0.235 0.54
H 10.20008 10.72815 15.17315 -0.467 0.444 -0.573 0.94
H 4.27698 9.29565 19.64910 0.399 -0.656 0.091 0.22
H 4.61626 11.15781 18.63920 0.830 -0.667 -0.522 0.42
H 5.29509 12.59430 16.38442 0.884 -1.212 1.176 0.39
H 7.37483 11.18869 15.23742 -0.613 0.115 0.918 0.34
O 8.93215 5.00413 13.85575 -0.789 2.256 -0.852 -0.56
C 8.67550 6.17346 13.62810 0.525 -1.105 0.366 0.15
O 8.62585 7.01080 14.72868 0.385 0.592 0.077 0.20
C 8.48998 6.85715 12.28212 0.916 -3.093 -1.316 0.40
C 8.57130 5.82072 11.21023 -0.195 2.552 1.793 -1.31
C 8.60557 6.25063 9.92728 0.189 0.504 -1.690 -0.66
C 8.62850 7.62836 9.61888 -0.279 0.165 -1.218 -0.71
C 8.45485 8.56907 10.57889 0.770 -0.460 1.983 -0.68
C 8.45934 8.21878 11.96623 -1.173 -2.022 -0.146 1.02
P 7.75245 9.34114 13.19107 1.052 1.133 -0.983 1.55
C 6.12761 9.68421 12.49921 -0.267 0.580 -0.461 0.70
C 5.01817 9.14973 13.11586 -1.553 0.011 0.343 -0.43
C 3.71811 9.58898 12.78786 1.781 0.459 -1.282 -0.81
C 3.55479 10.50452 11.72552 0.353 -0.720 0.388 -0.69
C 4.66306 10.99998 11.03600 0.909 -0.756 0.229 -0.86
C 5.93444 10.56728 11.41436 1.426 1.578 0.612 -0.19
C 8.76529 10.80113 12.67848 -0.026 0.773 0.715 0.87
C 10.13211 10.62016 12.36746 0.259 1.562 0.420 -1.41
C 11.00778 11.71199 12.30729 -0.465 1.007 -0.249 -0.67
C 10.49967 13.03464 12.50259 0.966 -0.822 -0.174 -0.67
C 9.16188 13.21673 12.71480 -2.367 -0.110 -0.220 -0.89
C 8.25755 12.11061 12.77381 1.216 0.001 0.622 -0.39
H 8.61089 4.78706 11.46960 0.011 -0.429 0.221 0.60
H 8.63488 5.59076 9.05949 0.077 -0.208 0.500 0.43
H 8.71643 8.04469 8.58040 -0.102 -0.998 0.952 0.41
H 8.46590 9.58480 10.30252 -0.198 1.095 -0.213 0.43
H 5.09739 8.36090 13.86237 0.186 0.271 0.124 0.18
H 2.91216 9.17828 13.33734 -0.880 -0.196 0.186 0.55
H 2.57378 10.76872 11.39590 -0.511 0.306 0.061 0.45
H 4.65243 11.70207 10.20642 -0.605 -0.092 0.207 0.47
H 6.83899 11.16850 11.05302 -1.506 -1.338 0.036 0.38
H 10.54113 9.66789 12.16064 0.211 -1.015 -0.017 0.56
H 12.07421 11.61271 12.03049 -0.798 -0.211 0.254 0.50
H 11.14235 13.92200 12.44915 -0.106 -0.576 -0.011 0.44
H 8.70594 14.22478 12.75757 0.556 -0.643 0.091 0.44
H 7.18422 12.24457 12.93825 0.439 0.255 0.007 0.52
C 3.40705 5.18462 16.77231 0.299 0.376 0.840 -0.94
N 4.43256 5.34639 15.69905 1.356 1.552 0.941 0.03
C 4.09668 4.57518 14.53726 -0.536 -0.566 -2.198 -1.07
C 5.48252 6.17594 15.76573 -2.435 -0.851 0.488 0.33
N 6.29315 7.00580 15.91709 -0.340 -0.213 -0.394 -0.40
H 3.70298 4.44011 17.52374 0.033 0.068 -0.443 0.32
H 2.47622 4.89137 16.29879 0.124 -0.218 -0.182 0.36
H 3.17093 6.10592 17.30189 0.405 0.240 -0.133 0.36
H 4.06769 3.50708 14.73324 -0.097 -0.061 0.476 0.41
H 4.83078 4.66558 13.74057 0.122 0.362 0.018 0.35
H 3.09264 4.87020 14.11951 1.013 -0.103 0.536 0.38
```
Positions in Å, forces in eV/Å.

## Properties
energy above the lowest of the compared OMol25 structures with the same formula, charge and spin = 2.920 eV
total charge = +3
E = -69511.0189 eV

***

C42H39BF3N3O3S | ωB97M-V/def2-TZVPD

```
92
Properties=species:S:1:pos:R:3:forces:R:3:mulliken_charge:R:1
C -2.50338 -2.94690 3.11512 0.129 -0.340 -0.012 -0.98
N -1.39947 -2.23743 2.51035 -0.105 0.630 0.076 0.40
C -1.28041 -0.87528 2.61230 -0.455 0.484 0.792 0.33
O -1.95063 -0.15068 3.34675 0.740 -0.906 -1.033 -0.73
C -0.17744 -0.45670 1.64229 0.089 -0.128 -0.233 0.17
C 0.86133 0.55692 2.15034 -0.012 -0.255 -0.004 0.69
C 0.25522 1.88048 2.43013 -0.254 1.118 -0.253 0.51
C -0.26747 2.80311 1.53628 0.412 -0.918 0.941 -1.05
N -0.86486 3.82802 2.24070 0.005 0.333 0.328 0.03
C -0.72155 3.59843 3.60855 0.109 -0.904 -0.421 -0.55
C -1.29044 4.23696 4.70160 0.057 0.214 0.482 -0.78
C -1.08573 3.67462 5.96904 0.062 0.110 -0.534 -0.52
C -0.34264 2.48688 6.12668 0.246 -0.163 -0.344 -0.80
C 0.20450 1.83081 5.02166 -0.109 0.227 0.494 -0.19
C 0.00700 2.38016 3.76050 -0.733 0.640 -0.854 0.53
N 0.45715 -1.72929 1.33972 0.069 0.112 0.365 0.57
C 1.35447 -1.72872 0.29650 0.246 -0.576 -0.425 -1.13
C 2.20272 -2.72791 -0.04143 -0.534 0.622 0.441 -1.57
C 2.76468 -2.81045 -1.45391 -2.953 -1.880 0.284 1.06
C 2.86995 -4.32044 -1.91291 0.560 1.022 -0.227 -0.46
C 3.18459 -4.51103 -3.23295 0.000 -0.338 -0.352 -0.83
C 2.76610 -5.63400 -3.97298 0.835 0.245 -0.465 -0.91
C 1.90664 -6.57232 -3.41219 -0.480 -0.708 1.006 -0.88
C 1.51803 -6.48424 -2.08040 -0.692 -0.218 -1.278 -1.02
C 2.12739 -5.43733 -1.20638 0.123 0.271 0.799 2.17
C -0.47089 -2.86234 1.57894 0.718 0.056 -0.260 0.49
C 0.27943 -4.03912 2.21919 -0.184 0.051 0.224 -1.64
C -1.17207 -3.29643 0.27995 0.017 0.100 0.195 -1.47
H -3.17960 -2.22273 3.57518 0.197 -0.090 -0.090 0.38
H -3.03672 -3.52436 2.35200 -0.058 0.125 0.128 0.31
H -2.14157 -3.65203 3.87237 -0.139 0.159 0.005 0.29
H -0.67651 -0.04114 0.73466 0.148 -0.018 0.346 0.00
H 1.31016 0.15782 3.07671 -0.053 0.067 -0.428 0.27
H 1.66199 0.64822 1.39427 -0.273 -0.208 0.306 -0.44
H -0.27481 2.75703 0.45274 -0.107 0.174 0.272 0.66
H -1.33697 4.62409 1.82362 0.270 -0.435 0.249 0.24
H -1.87423 5.14673 4.54096 0.116 -0.260 0.294 0.37
H -1.50790 4.15518 6.85083 0.066 -0.088 -0.249 0.37
H -0.20057 2.06809 7.12322 -0.072 0.139 -0.243 0.38
H 0.76186 0.89447 5.10337 -0.253 0.272 0.229 0.35
H 1.36352 -0.79898 -0.28925 -0.533 -0.486 -0.163 0.83
H 2.53848 -3.44600 0.71404 -0.495 -0.051 -0.509 0.89
H 1.93643 -2.45801 -2.11265 0.219 -0.165 0.409 0.31
H 3.71853 -3.73448 -3.77029 -0.336 -0.157 0.072 0.10
H 3.06601 -5.70413 -5.02178 -0.194 -0.044 0.368 0.38
H 1.50658 -7.37660 -4.03589 0.018 0.319 0.193 0.41
H 0.64582 -7.03561 -1.70435 0.542 0.081 -0.156 0.47
H 1.42919 -5.06086 -0.44372 0.057 -0.102 -0.345 -1.56
H 1.01078 -3.66272 2.95027 -0.317 -0.127 -0.177 0.28
H -0.44186 -4.69364 2.72856 0.257 0.032 -0.152 0.49
H 0.81256 -4.62751 1.46292 -0.202 0.131 0.235 0.34
H -1.66445 -2.42635 -0.17879 0.018 -0.300 0.105 0.34
H -0.43361 -3.69846 -0.42568 -0.235 0.059 0.178 0.23
H -1.91074 -4.07466 0.51313 0.140 0.180 -0.232 0.50
C 7.55497 -2.10081 0.10341 0.090 0.045 0.201 -1.36
C 6.31736 -2.06514 -0.70214 0.048 0.187 -1.357 0.96
C 6.21599 -2.16640 -2.10179 0.462 0.067 0.368 -1.05
C 4.94373 -2.07279 -2.60222 -0.041 -0.634 -0.819 -1.39
C 3.83470 -1.83322 -1.61400 3.158 1.390 0.748 3.41
B 2.91535 -6.62781 -0.49563 0.683 1.184 0.166 1.24
C 3.24669 -0.40954 -1.76811 0.146 -0.414 -0.527 -1.07
C 3.42467 0.59372 -0.82859 -0.074 0.783 0.289 0.55
C 2.68020 1.77626 -0.92676 0.379 -0.265 -0.436 -0.52
C 1.89375 1.98648 -2.05048 -0.121 0.476 0.294 0.48
C 1.09322 3.25381 -2.16861 -0.569 0.702 0.129 0.73
F 1.14318 3.79824 -3.42062 -0.121 -0.478 1.057 -0.28
F -0.24105 3.00749 -1.89142 1.088 0.375 -0.366 -0.25
F 1.49606 4.22483 -1.28951 -0.409 -0.883 -0.843 -0.28
C 1.80097 1.03745 -3.05979 0.235 -0.582 -0.055 -1.67
C 2.46803 -0.17686 -2.90880 -0.230 0.468 0.008 -0.21
O 4.23398 -7.00139 -0.81190 -0.236 0.076 0.224 -0.80
C 4.72493 -7.55349 0.34549 -0.381 -0.030 0.636 0.63
C 3.69586 -7.62368 1.30632 0.712 -0.008 -0.280 0.68
C 3.94902 -8.04518 2.59455 -0.058 -0.217 -0.009 -0.86
C 5.25649 -8.47283 2.89501 -0.011 0.082 -0.211 -0.47
C 6.27649 -8.39186 1.94589 -0.115 -0.026 -0.073 -0.47
C 6.02526 -7.89727 0.65417 -0.062 -0.121 -0.179 -0.84
O 2.53272 -7.11071 0.77434 0.239 0.021 -0.235 -0.74
S 4.80710 -1.83739 -0.00354 -0.386 -0.761 0.667 -0.41
H 8.43296 -2.20858 -0.53639 -0.087 0.034 0.086 0.39
H 7.64086 -1.17932 0.69071 0.148 -0.111 -0.008 0.30
H 7.52823 -2.93595 0.81165 0.079 0.044 -0.012 0.29
H 7.12167 -2.31197 -2.69895 -0.465 0.057 0.045 0.37
H 4.72416 -2.12566 -3.67130 0.164 0.218 0.427 0.73
H 4.14054 0.50655 -0.00028 -0.639 -0.174 -0.395 0.30
H 2.74033 2.52973 -0.14965 0.056 -0.035 -0.106 0.47
H 1.19591 1.23294 -3.93857 0.074 -0.024 0.070 0.44
H 2.37499 -0.94974 -3.67937 0.001 0.278 0.304 0.49
H 3.15929 -8.04307 3.34362 0.178 -0.080 -0.159 0.44
H 5.47543 -8.87470 3.88427 -0.070 0.199 -0.234 0.37
H 7.28780 -8.72149 2.19828 -0.375 0.159 -0.038 0.36
H 6.81076 -7.78111 -0.09324 -0.179 -0.107 0.247 0.44
```
Positions in Å, forces in eV/Å.

## Properties
energy above the lowest of the compared OMol25 structures with the same formula, charge and spin = 0.000 eV
total charge = 0
E = -74461.7240 eV

***

Q: The highest E belongs to which entry?
A: C42H38N7O2PTa